ORCA calculation (the ωB97M-V functional and the def2-TZVPD basis) on C4H11N2S in the gas phase in a non-equilibrium geometry.

Summary:
<S²>	0.7528
lowest unoccupied orbital energy (alpha / beta)	0.94 / -2.06	eV
calculated total energy	-666.541072	hartree
max |F|	4.197	eV Å⁻¹
spin multiplicity	2
relative energy (zero: lowest compared OMol25 entry of this formula, charge and spin)	290.6	kJ/mol

Each atom is followed by the atoms it is bonded to, with distances in Å.
Positions of all 18 atoms, in Å:
1 C -1.37 1.02 -0.70  C2 1.572, H8 1.137, H9 1.165, H10 1.135
2 C -0.56 -0.05 0.11  C1 1.572, C3 1.484, N5 1.651, H11 1.099
3 C -1.22 -0.47 1.38  C2 1.484, S4 1.786, H12 1.195, H13 1.077
4 S -2.58 -1.60 1.16  C3 1.786
5 N 0.80 0.86 0.30  C2 1.651, C6 1.503, H14 1.087
6 C 1.95 -0.05 -0.04  N5 1.503, N7 1.475, H15 1.172, H16 1.127
7 N 1.77 -0.47 -1.44  C6 1.475, H17 1.104, H18 0.980
8 H -0.88 1.31 -1.69  C1 1.137
9 H -2.29 0.31 -0.81  C1 1.165
10 H -1.48 1.94 -0.03  C1 1.135
11 H -0.44 -0.96 -0.49  C2 1.099
12 H -1.79 0.53 1.71  C3 1.195
13 H -0.63 -1.17 1.93  C3 1.077
14 H 0.94 1.34 1.27  N5 1.087
15 H 1.82 -0.96 0.69  C6 1.172
16 H 3.05 0.10 0.14  C6 1.127
17 H 2.04 -1.47 -1.81  N7 1.104
18 H 0.86 -0.20 -1.70  N7 0.980